# 1
C3H5FO | the ωB97M-V functional and the def2-TZVPD basis

Values from the calculation:
LUMO energy = 0.032 hartree
SMILES = C[C@@H](F)C=O
Highest occupied orbital energy = -10.0652 eV
Gap between HOMO and LUMO = 10.93 eV

Positions of all 10 atoms, in Å:
C1 1.3640 -0.7225 -0.3028
C2 0.4739 0.0627 0.4633
C3 -0.8840 -0.5223 0.3760
H1 2.3949 -0.5694 -0.1361
H2 1.3024 -0.2962 -1.3981
H3 1.0754 -1.8303 -0.2724
H4 0.7897 0.0243 1.4629
H5 -1.3507 -1.1294 1.2354
O1 -1.6074 -0.1034 -0.4815
F1 0.3250 1.3022 -0.0288

Löwdin atomic charges, in units of e: -0.05, -0.48, -0.22, 0.06, 0.15, 0.13, 0.13, 0.15, 0.09, 0.04

# 2
C3H5FO | the ωB97M-V functional and the def2-TZVPD basis

Values from the calculation:
LUMO energy = 0.020 hartree
SMILES = O=CCCF
Highest occupied orbital energy = -10.1540 eV
Gap between HOMO and LUMO = 10.71 eV

Positions of all 10 atoms, in Å:
C1 1.2406 0.1438 0.0207
C2 -0.1388 0.2800 -0.3326
C3 -1.4345 -0.5326 0.2931
H1 1.5542 0.1667 1.1154
H2 1.7880 1.0496 -0.4545
H3 -0.2594 1.1728 0.0374
H4 -0.5502 0.1810 -1.4836
H5 -1.4085 -0.6046 1.3949
O1 -2.5208 -0.6413 -0.3397
F1 1.7294 -1.2154 -0.2511

Löwdin atomic charges, in units of e: -0.20, -0.16, -0.15, 0.14, 0.15, 0.04, 0.19, 0.11, -0.01, -0.12

# 3
C3H5FO | the ωB97M-V functional and the def2-TZVPD basis

Values from the calculation:
LUMO energy = 0.030 hartree
SMILES = OC/C=C\F
Highest occupied orbital energy = -9.8930 eV
Gap between HOMO and LUMO = 10.71 eV

Positions of all 10 atoms, in Å:
C1 0.0865 -0.9093 0.7605
C2 -0.3312 -0.3327 -0.5302
C3 0.1310 0.6858 -1.1989
H1 -1.3992 -0.3252 1.8647
H2 0.8871 -0.2481 1.0778
H3 0.5585 -1.8597 0.5596
H4 -1.1528 -0.5844 -1.1377
H5 -0.3445 0.8978 -2.1768
O1 -0.8524 -1.1373 1.7665
F1 0.9948 1.6172 -0.9454

Löwdin atomic charges, in units of e: -0.29, -0.08, -0.22, 0.11, 0.12, 0.12, 0.09, 0.12, -0.05, 0.07

# 4
C3H5FO | the ωB97M-V functional and the def2-TZVPD basis

Values from the calculation:
LUMO energy = 0.019 hartree
SMILES = O=CCCF
Highest occupied orbital energy = -10.0033 eV
Gap between HOMO and LUMO = 10.53 eV

Positions of all 10 atoms, in Å:
C1 -1.1269 0.4477 -0.3967
C2 0.1707 0.8304 0.4180
C3 1.4727 0.2937 -0.1353
H1 -0.8280 0.5010 -1.4455
H2 -1.8343 1.2673 -0.1576
H3 0.1117 1.9563 0.2968
H4 -0.0952 0.5301 1.4588
H5 2.2364 0.8365 -0.5048
O1 1.4843 -0.9354 -0.0197
F1 -1.6183 -0.7820 0.1327

Löwdin atomic charges, in units of e: -0.17, -0.15, -0.20, 0.11, 0.11, 0.11, 0.13, 0.08, 0.04, -0.07

# 5
C3H5FOS | the ωB97M-V functional and the def2-TZVPD basis

Values from the calculation:
LUMO energy = 0.032 hartree
Highest occupied orbital energy = -9.5547 eV
Gap between HOMO and LUMO = 10.41 eV

Positions of all 11 atoms, in Å:
C1 1.2216 -0.9829 -1.0596
C2 0.7570 -0.9225 0.1426
C3 -0.8258 1.3928 0.5526
O1 -1.9831 -1.0096 -0.2235
F1 1.5520 -0.9602 1.1663
S1 -1.0368 -0.5606 0.7321
H1 0.5425 -1.1605 -1.9261
H2 2.2566 -1.3163 -1.1205
H3 -1.8632 1.6430 0.4051
H4 -0.1852 1.9309 -0.1574
H5 -0.4354 1.9458 1.4885

Löwdin atomic charges, in units of e: 0.03, -0.55, -0.21, -0.52, 0.04, 0.91, 0.09, 0.08, 0.01, 0.04, 0.07

# 6
C3H5FOS | the ωB97M-V functional and the def2-TZVPD basis

Values from the calculation:
LUMO energy (spin up / spin down) = -0.018 / -0.044 hartree
Highest occupied orbital energy (spin up / spin down) = -9.6135 / -9.2326 eV
Gap between HOMO and LUMO (spin up / spin down) = 9.11 / 8.03 eV

Positions of all 11 atoms, in Å:
C1 -2.4918 -0.2413 -0.5719
C2 -0.1252 -0.3052 0.6732
C3 0.7516 0.5882 -0.0998
O1 -4.9636 0.1773 -0.4668
F1 0.4047 1.9054 0.0452
S1 -3.7615 0.0365 0.3695
H1 -2.3739 -0.3066 -1.6348
H2 -0.0052 -1.3640 0.5454
H3 -0.5885 0.0615 1.5671
H4 0.7456 0.3671 -1.1723
H5 1.7909 0.5041 0.2696

Löwdin atomic charges, in units of e: -0.27, 0.08, -0.30, -0.59, -0.05, 0.78, -0.01, 0.06, 0.06, 0.12, 0.13

# 7
C3H5FOS | the ωB97M-V functional and the def2-TZVPD basis

Values from the calculation:
LUMO energy = 0.024 hartree
Highest occupied orbital energy = -9.4414 eV
Gap between HOMO and LUMO = 10.10 eV

Positions of all 11 atoms, in Å:
C1 -1.1960 -1.4958 -0.7665
C2 -0.0085 -1.3324 -0.2313
C3 0.9422 1.0206 0.8121
O1 -1.3222 -0.2733 1.9599
F1 1.1447 -1.7311 -0.7994
S1 0.3016 -0.6007 1.3942
H1 -2.0452 -1.1441 -0.2031
H2 -1.3489 -1.9725 -1.7176
H3 0.9481 1.0695 -0.2701
H4 1.9517 1.1186 1.2021
H5 0.2971 1.7858 1.2302

Löwdin atomic charges, in units of e: 0.07, -0.57, -0.24, -0.59, 0.01, 1.03, 0.06, 0.08, 0.05, 0.04, 0.05

# 8
C3H5FS | the ωB97M-V functional and the def2-TZVPD basis

Values from the calculation:
LUMO energy = -0.026 hartree
Highest occupied orbital energy = -8.9487 eV
Gap between HOMO and LUMO = 8.25 eV

Positions of all 10 atoms, in Å:
C1 0.9127 -1.8105 0.3425
C2 -0.1353 -1.1135 0.6842
C3 -0.0609 1.7520 0.0012
F1 -1.4668 -1.4904 0.5619
S1 -1.0678 2.5694 -1.0261
H1 0.7240 -2.7258 -0.2418
H2 1.9675 -1.6216 0.1735
H3 -0.3731 1.9292 1.0318
H4 -0.1219 0.2032 0.6817
H5 -0.3784 2.3078 -2.2088

Löwdin atomic charges, in units of e: -0.01, -0.23, -0.50, -0.05, 0.74, 0.07, 0.06, -0.05, 0.06, -0.10

Please write out number 3 again, unchanged.
C3H5FO | the ωB97M-V functional and the def2-TZVPD basis

Values from the calculation:
LUMO energy = 0.030 hartree
SMILES = OC/C=C\F
Highest occupied orbital energy = -9.8930 eV
Gap between HOMO and LUMO = 10.71 eV

Positions of all 10 atoms, in Å:
C1 0.0865 -0.9093 0.7605
C2 -0.3312 -0.3327 -0.5302
C3 0.1310 0.6858 -1.1989
H1 -1.3992 -0.3252 1.8647
H2 0.8871 -0.2481 1.0778
H3 0.5585 -1.8597 0.5596
H4 -1.1528 -0.5844 -1.1377
H5 -0.3445 0.8978 -2.1768
O1 -0.8524 -1.1373 1.7665
F1 0.9948 1.6172 -0.9454

Löwdin atomic charges, in units of e: -0.29, -0.08, -0.22, 0.11, 0.12, 0.12, 0.09, 0.12, -0.05, 0.07